1.
ORCA calculation (ωB97M-V/def2-TZVPD) on a structure of composition C21H32MoNO2P2 in a non-equilibrium geometry.

Expectation value of S²   2.04
Net charge   +1
2S+1   3

Last column: Mulliken spin population.
Atoms and positions in Å:
C -2.597 -1.037 -3.578  -0.01
C -1.961 -0.430 -2.479  0.05
N -0.824 -1.000 -1.950  -0.05
C -0.390 -2.191 -2.412  0.05
C -1.048 -2.853 -3.449  -0.01
C -2.166 -2.270 -4.041  0.02
C -2.604 0.660 -1.752  0.00
P -1.462 1.669 -0.784  -0.17
Mo 0.097 -0.034 -0.187  2.19
P 1.240 -2.133 -0.151  -0.04
C 0.853 -2.807 -1.805  0.00
O -4.226 -0.811 -0.258  0.00
O -2.524 -2.345 0.542  0.02
H -3.458 -0.523 -4.010  0.00
H -0.659 -3.824 -3.757  0.00
H -2.682 -2.786 -4.855  0.00
C -0.774 3.157 -1.598  0.08
C -2.562 2.344 0.491  0.02
H 0.720 -3.894 -1.709  0.00
H 1.730 -2.636 -2.452  0.00
H -3.746 -0.165 -0.963  0.00
H -3.313 1.232 -2.367  0.00
C 3.025 -2.115 -0.004  0.01
C 0.694 -3.459 0.949  0.00
H -1.541 -0.761 0.464  0.09
H -2.782 -2.771 1.392  0.00
H -3.335 -1.773 0.198  0.00
H -5.143 -1.010 -0.526  0.00
H 1.422 0.257 -1.243  0.04
H -0.602 -1.266 0.715  -0.02
H -1.586 3.847 -1.876  0.01
H -0.086 3.665 -0.899  0.00
H -0.208 2.873 -2.497  -0.01
H -3.163 3.153 0.054  0.00
H -3.217 1.536 0.845  0.00
H -1.956 2.729 1.322  0.00
H 1.187 -4.393 0.654  0.00
H 0.970 -3.202 1.978  0.00
H -0.396 -3.561 0.883  0.00
H 3.430 -3.131 -0.089  0.00
H 3.452 -1.477 -0.785  0.00
H 3.292 -1.696 0.973  0.00
C 3.398 4.175 1.896  0.01
C 2.877 3.780 0.650  0.01
C 2.189 2.577 0.533  0.02
C 1.929 1.775 1.666  0.02
C 1.099 0.603 1.642  -0.16
C 0.890 -0.172 2.784  -0.12
C 1.538 0.173 3.988  0.01
C 2.322 1.312 4.056  -0.03
C 2.509 2.153 2.928  0.01
C 3.238 3.361 3.004  -0.01
H 3.937 5.119 1.980  0.00
H 3.015 4.410 -0.225  0.00
H 1.856 2.230 -0.450  -0.02
H 0.215 -1.034 2.737  -0.01
H 1.409 -0.462 4.865  0.00
H 2.811 1.598 4.989  0.00
H 3.661 3.636 3.973  0.00

2.
ORCA calculation (ωB97M-V/def2-TZVPD) on a structure of composition C34H40N5O2P2Sr in a non-equilibrium geometry.

Net charge   -1
Energy relative to the best compared isomer or geometry (same formula, charge and spin)   0.0 kJ/mol
2S+1   1

Last column: Mulliken charge in e.
Atoms and positions in Å:
Sr 0.822 -1.007 0.753  2.41
C -0.547 0.066 -3.015  -1.70
C -0.629 -1.449 -3.175  0.45
C -1.645 -1.832 -4.245  -1.69
P -0.919 -2.210 -1.499  0.57
C -1.182 -4.012 -1.831  0.57
C 0.109 -4.617 -2.370  -1.62
C -1.608 -4.688 -0.531  -1.70
C -2.556 -1.578 -1.047  1.13
C -3.725 -2.148 -1.542  -0.11
C -4.972 -1.617 -1.265  -0.97
C -5.044 -0.474 -0.477  -0.86
C -3.906 0.112 0.026  0.09
C -2.614 -0.416 -0.221  -2.75
N -1.491 0.106 0.348  1.81
C -1.444 1.451 0.629  -0.89
C -1.878 2.437 -0.279  -0.04
C -1.697 3.778 -0.032  -0.81
C -1.083 4.205 1.139  -1.11
C -0.675 3.263 2.064  -0.97
C -0.857 1.900 1.839  1.35
P -0.387 0.595 3.010  0.72
C 0.441 1.486 4.417  0.07
C 1.282 0.497 5.223  -1.53
C -0.437 2.326 5.340  -1.72
C -2.037 -0.069 3.561  1.38
C -3.113 0.958 3.903  -1.70
C -1.866 -1.121 4.653  -1.50
H -0.275 0.533 -3.964  0.62
H 0.187 0.371 -2.269  0.24
H -1.518 0.461 -2.712  0.16
H 0.362 -1.814 -3.476  0.69
H -2.648 -1.527 -3.942  0.29
H -1.657 -2.905 -4.445  0.32
H -1.410 -1.323 -5.183  0.50
H -1.963 -4.149 -2.587  0.35
H 0.916 -4.495 -1.644  0.24
H 0.419 -4.156 -3.309  0.35
H -0.023 -5.687 -2.549  0.49
H -0.882 -4.489 0.261  0.21
H -1.669 -5.770 -0.664  0.49
H -2.579 -4.328 -0.194  0.28
H -3.665 -3.032 -2.164  0.28
H -5.868 -2.083 -1.653  0.43
H -6.009 -0.039 -0.242  0.37
H -3.993 0.993 0.651  0.39
H -2.335 2.117 -1.207  0.31
H -2.022 4.503 -0.770  0.36
H -0.925 5.259 1.328  0.38
H -0.213 3.606 2.981  0.35
H 1.142 2.149 3.892  0.52
H 0.655 -0.230 5.741  0.28
H 1.869 1.028 5.977  0.46
H 1.965 -0.054 4.576  0.34
H -1.083 1.684 5.940  0.28
H -1.072 3.022 4.795  0.33
H 0.187 2.897 6.031  0.47
H -2.355 -0.590 2.651  -0.28
H -2.998 1.340 4.918  0.34
H -4.098 0.493 3.836  0.43
H -3.091 1.803 3.214  0.33
H -1.585 -0.664 5.604  0.23
H -1.107 -1.857 4.383  0.34
H -2.807 -1.652 4.811  0.45
O 3.292 -0.899 0.892  -0.99
C 3.355 0.068 0.125  0.48
N 2.297 0.652 -0.455  -0.10
C 2.720 1.671 -1.262  -0.09
O 2.013 2.428 -1.900  -0.72
C 4.218 1.789 -1.130  0.11
C 5.131 2.660 -1.688  -0.43
C 6.471 2.466 -1.367  -0.40
C 6.869 1.439 -0.521  -0.44
C 5.943 0.566 0.042  -0.36
C 4.616 0.766 -0.281  0.07
H 4.812 3.453 -2.350  0.48
H 7.223 3.124 -1.784  0.38
H 7.922 1.322 -0.296  0.39
H 6.241 -0.234 0.706  0.49
N -1.277 -6.638 3.515  -0.60
C -0.555 -5.741 3.652  0.54
N 0.288 -4.753 3.898  -0.74
C 0.429 -3.887 2.951  0.40
N 0.616 -3.057 2.151  -0.95

| no. | E_tot (eV) |
| --- | --- |
| 1 | -48304.943 |
| 2 | -66872.822 |